1.
ORCA calculation (wB97M-V/def2-TZVPD) on C19H18F21N6O21S7Zn2 as an isolated structure at a distorted geometry.

Positions of all 94 atoms, in Å:
1 Zn 3.6550 -2.5105 1.0951
2 Zn 1.4060 4.9905 -0.3621
3 C -0.2323 -7.5671 -1.0677
4 F -0.5060 -7.2280 -2.3594
5 F -0.8589 -6.7883 -0.2415
6 F -0.5375 -8.8230 -0.7786
7 S 1.6011 -7.4194 -0.7504
8 O 1.9234 -8.3738 0.3039
9 O 2.3424 -7.7850 -1.9603
10 O 1.8737 -6.0197 -0.3111
11 C -2.4555 -0.7316 -0.8262
12 F -3.2755 -1.5747 -0.1632
13 F -1.7591 -1.3847 -1.8178
14 F -3.1143 0.2386 -1.3944
15 S -1.1300 0.0546 0.3737
16 O -1.7980 0.3897 1.6509
17 O -0.0913 -0.9917 0.4987
18 O -0.4723 1.2636 -0.2411
19 C -2.0066 6.3419 5.0904
20 F -2.7708 6.8919 4.0909
21 F -2.3330 6.8926 6.2801
22 F -2.3356 5.0405 5.2652
23 S -0.1469 6.5283 4.5879
24 O 0.2528 7.9165 4.7091
25 O 0.5827 5.6016 5.5038
26 O -0.1249 6.0262 3.2333
27 C -1.6492 3.1129 -7.9801
28 F -2.3825 4.2010 -8.1284
29 F -1.3415 2.8464 -6.6083
30 F -2.2818 2.0380 -8.4745
31 S 0.0955 3.3978 -8.8245
32 O 0.8175 2.1235 -8.5652
33 O -0.2019 3.5542 -10.2316
34 O 0.7407 4.5524 -8.2588
35 C 7.4505 2.9085 1.5375
36 F 7.3280 3.3781 0.2688
37 F 8.0470 1.7277 1.6488
38 F 8.1616 3.8796 2.1543
39 S 5.7045 2.6503 2.3003
40 O 4.7184 3.4337 1.5175
41 O 5.4715 1.2143 2.0968
42 O 5.8319 3.0538 3.7205
43 C 4.7322 -4.9195 7.2262
44 F 4.9881 -5.9646 7.9294
45 F 4.0762 -3.9572 7.9237
46 F 5.8859 -4.5885 6.6700
47 S 3.4396 -5.4018 5.8136
48 O 2.1429 -5.5742 6.5300
49 O 3.4412 -4.3127 4.8339
50 O 3.9213 -6.7063 5.3635
51 C 7.0370 -1.2068 -4.0180
52 F 7.6888 -1.2766 -2.8476
53 F 6.8165 0.1289 -4.3716
54 F 7.7166 -1.7868 -5.0245
55 S 5.3534 -2.1124 -3.9729
56 O 4.5108 -1.7193 -5.1459
57 O 5.6744 -3.5370 -4.0053
58 O 4.7397 -1.7089 -2.6734
59 C -4.7086 6.7400 -3.5396
60 C -3.5063 6.4530 -2.8213
61 N -2.5149 6.2833 -2.2150
62 H -4.5643 7.5709 -4.2303
63 H -5.5419 6.8339 -2.8433
64 H -4.9086 5.9315 -4.2427
65 C 5.3861 5.6905 -5.7949
66 C 4.4370 5.0272 -4.9242
67 N 3.6544 4.5506 -4.1669
68 H 5.3790 5.2787 -6.8041
69 H 6.3245 5.3468 -5.3597
70 H 5.3340 6.7655 -5.9674
71 C -6.4543 3.1265 2.0920
72 C -6.8478 2.3076 3.2645
73 N -7.1452 1.7210 4.1819
74 H -7.2259 2.9518 1.3422
75 H -5.4070 2.9119 1.8791
76 H -6.4973 4.1623 2.4287
77 C -7.2974 -4.4687 -4.1794
78 C -7.0301 -5.9060 -4.2171
79 N -6.7723 -7.0501 -4.2179
80 H -8.3669 -4.2702 -4.2499
81 H -6.7776 -4.0908 -5.0598
82 H -6.7393 -4.0168 -3.3595
83 C -6.5777 -6.6615 2.5853
84 C -6.4768 -7.5410 3.7974
85 N -6.3452 -8.1969 4.7257
86 H -5.6842 -6.0391 2.5375
87 H -7.4622 -6.0632 2.8041
88 H -6.7773 -7.3711 1.7824
89 C -0.3520 -0.6619 7.7463
90 C 0.9362 0.0576 7.6093
91 N 1.9579 0.6252 7.4353
92 H -0.7326 -0.5294 8.7590
93 H -0.1059 -1.6800 7.4445
94 H -0.9528 -0.1969 6.9646

Properties
Gap between HOMO and LUMO, eV: 1.42
Charge: -3
DFT total energy, eV: -301665.4324

Löwdin atomic charge list, values in e, 8 entries: Zn 0.951; Zn 0.820; C -0.686; F 0.115; F 0.169; F 0.135; S 0.536; O -0.269

2.
ORCA calculation (wB97M-V/def2-TZVPD) on a 2-piece molecular cluster, C19H18F7OSi overall at a distorted geometry.

Positions of all 46 atoms, in Å:
1 C -3.7297 3.1468 -2.7739
2 Si -2.3915 2.5955 -1.6136
3 C -1.7327 4.0031 -0.5904
4 C -2.9247 1.1483 -0.5775
5 O -1.1227 2.0404 -2.6040
6 C 0.0657 1.6148 -2.0773
7 C 1.2247 2.6136 -2.1338
8 F 1.5427 3.0684 -0.8745
9 F 2.3593 2.0559 -2.6540
10 F 0.9275 3.7113 -2.8804
11 C 0.2580 0.4300 -1.4496
12 H -4.6103 3.4623 -2.1970
13 H -3.3962 3.9946 -3.3854
14 H -4.0275 2.3287 -3.4417
15 H -2.5357 4.3526 0.0740
16 H -0.8813 3.7109 0.0372
17 H -1.4218 4.8493 -1.2166
18 H -3.8221 1.4307 -0.0110
19 H -3.1743 0.2883 -1.2134
20 H -2.1475 0.8421 0.1346
21 H 1.2490 0.2474 -1.0618
22 H -0.5420 -0.3025 -1.3767
23 F 5.2907 -0.9347 0.7999
24 C 4.2084 -1.4904 0.1497
25 C 4.3728 -1.8670 -1.1808
26 C 3.2795 -2.4885 -1.7868
27 F 3.4124 -2.9338 -3.0824
28 C 2.0789 -2.6910 -1.1414
29 C 1.9167 -2.2901 0.2245
30 C 0.6521 -2.5607 0.8011
31 C 0.1309 -2.3163 2.0954
32 C -1.2108 -2.7653 2.3194
33 C -1.8006 -2.6000 3.5543
34 F -3.0994 -3.0245 3.7227
35 C -1.1459 -2.0150 4.6398
36 C 0.1519 -1.5674 4.4063
37 F 0.8275 -0.9784 5.4551
38 C 0.8061 -1.6820 3.1857
39 C 3.0332 -1.6684 0.8674
40 H 5.3071 -1.7118 -1.7141
41 H 1.2375 -3.1594 -1.6514
42 H -0.0354 -3.0945 0.1370
43 H -1.7458 -3.2376 1.4968
44 H -1.6272 -1.9115 5.6088
45 H 1.8102 -1.2933 3.0790
46 H 2.9822 -1.3511 1.9008

Properties
Gap between HOMO and LUMO, eV: 5.36
Charge: +1
DFT total energy, eV: -48935.8216

natural (NBO) atomic charge list, values in e, 8 entries: C -1.144; Si 1.887; C -1.161; C -1.159; O -0.821; C 0.265; C 0.931; F -0.329

3.
ORCA calculation (wB97M-V/def2-TZVPD) on C19H18FeO5 as an isolated structure at a distorted geometry.

Positions of all 43 atoms, in Å:
1 O -0.7421 1.3317 4.0543
2 C -1.7876 1.6800 3.6504
3 Fe -3.3141 1.9223 2.8306
4 C -3.7069 0.3321 3.3065
5 O -3.8332 -0.7623 3.6388
6 C -4.2373 2.8011 4.0053
7 O -4.7609 3.1101 4.9953
8 C -0.3156 0.0953 -0.4960
9 C -0.1925 1.5269 0.3026
10 C -1.3819 2.1260 0.9178
11 C -2.6879 1.8574 0.5292
12 C -2.8514 0.6660 -0.2762
13 C -1.7892 -0.1171 -0.7677
14 H -0.1461 -0.5336 0.3396
15 H 0.4993 1.1173 1.0430
16 H 0.3363 2.3648 -0.1606
17 H -1.1773 3.0531 1.4718
18 H -3.4152 2.6773 0.5177
19 H -3.8816 0.2662 -0.4030
20 H -1.9588 -1.0838 -1.2409
21 C 4.0027 2.6853 0.1190
22 C 3.7542 1.2144 0.1611
23 O 2.4751 1.0673 -0.5093
24 C 2.1459 -0.2303 -0.5901
25 C 0.7552 -0.4293 -1.2674
26 C 0.6390 -1.9530 -1.7336
27 C 1.4839 -3.0101 -1.3599
28 C 1.2378 -4.3362 -1.7652
29 C 0.1350 -4.6231 -2.5676
30 C -0.6310 -3.5672 -3.0602
31 C -0.3632 -2.2489 -2.6645
32 O 2.9374 -1.0707 -0.2073
33 H 4.8813 2.9267 0.7091
34 H 4.1900 2.9977 -0.9091
35 H 3.1606 3.2601 0.5124
36 H 4.4865 0.6426 -0.4087
37 H 3.6950 0.8309 1.1860
38 H 0.6409 0.1856 -2.1542
39 H 2.3216 -2.8334 -0.6923
40 H 1.9102 -5.1314 -1.4455
41 H -0.0943 -5.6465 -2.8443
42 H -1.4458 -3.7498 -3.7516
43 H -0.9741 -1.4111 -3.0151

Properties
2S+1: 5
⟨S²⟩: 6.049
Gap between HOMO and LUMO (spin up / spin down), eV: 6.68 / 6.22
Relative energy (zero: lowest compared OMol25 entry of this formula, charge and spin), kcal per mole: 36.9
DFT total energy, eV: -64612.5646

natural (NBO) atomic charge list, values in e, 8 entries: O -0.524; C 0.449; Fe 0.101; C 0.459; O -0.502; C 0.455; O -0.502; C -0.265

4.
ORCA calculation (wB97M-V/def2-TZVPD) on C19H18IIrN3O3S as an isolated structure at a distorted geometry.

Positions of all 46 atoms, in Å:
1 C -2.5978 -2.4042 -1.9695
2 C -3.1898 -0.9911 -1.9914
3 H -1.8054 -2.5617 -2.7030
4 H -3.3646 -3.1722 -2.1357
5 H -2.1734 -2.5950 -0.9858
6 H -2.4171 -0.2469 -1.8081
7 H -3.6468 -0.7034 -2.9400
8 H -3.9242 -0.8457 -1.1924
9 C 2.4081 -1.1129 -0.5632
10 C 3.7765 -1.1147 -0.3317
11 C 4.4441 0.0981 -0.1033
12 C 3.6970 1.2751 0.0028
13 H 1.7915 -1.9853 -0.7913
14 H 4.2860 -2.0764 -0.3016
15 H 5.5235 0.0840 0.0717
16 H 4.1332 2.2199 0.3354
17 N 1.7326 0.0495 -0.4823
18 C 2.3022 1.2516 -0.1935
19 C 1.3006 2.2385 0.1453
20 N 0.0391 1.6939 0.0857
21 C -1.0326 2.3455 0.5979
22 C 0.3526 4.2571 1.1133
23 C -0.9159 3.6523 1.0252
24 H -1.9434 1.7427 0.6102
25 H -1.8125 4.1838 1.3215
26 C 1.4661 3.5112 0.7376
27 H 2.4946 3.8405 0.9284
28 H 0.4501 5.2799 1.4970
29 Ir -0.2382 -0.1064 -0.6888
30 I -0.2994 -0.0476 -3.1772
31 O -3.2279 -3.7336 1.2705
32 S -3.0198 -2.5423 2.0541
33 O -4.1671 -1.8453 2.5741
34 N -1.9591 -1.5236 1.2359
35 C -0.7734 -1.4138 1.8251
36 O 0.1792 -0.7752 1.2193
37 C -0.6338 -2.1310 3.1099
38 C 0.3987 -2.1044 4.0741
39 C 0.0844 -2.6667 5.3357
40 C -1.1467 -3.3447 5.5689
41 C -2.1141 -3.4155 4.5614
42 C -1.8395 -2.7616 3.3623
43 H 1.3820 -1.6735 3.8239
44 H 0.7886 -2.6036 6.1586
45 H -1.3820 -3.7744 6.5587
46 H -3.0616 -3.9289 4.6486

Properties
2S+1: 6
⟨S²⟩: 8.798
Gap between HOMO and LUMO (spin up / spin down), eV: 6.82 / 4.75
Charge: +2
DFT total energy, eV: -52361.1128

natural (NBO) atomic charge list, values in e, 8 entries: C -0.623; C -0.613; H 0.200; H 0.247; H 0.191; H 0.147; H 0.233; H 0.225

5.
ORCA calculation (wB97M-V/def2-TZVPD) on C19H18N4O3Zn as an isolated structure.

Positions of all 45 atoms, in Å:
1 Zn -0.0568 0.3381 -0.5282
2 O -0.7624 -1.4059 3.5400
3 C 0.4628 -1.9672 3.5927
4 C 0.7313 -2.8021 4.6778
5 C 1.9507 -3.4374 4.7882
6 C 2.9334 -3.2420 3.8219
7 C 2.6855 -2.4016 2.7577
8 C 1.4573 -1.7489 2.6189
9 C 1.2220 -0.8566 1.4650
10 O 0.0010 -0.4070 1.2665
11 N 2.2408 -0.5713 0.6914
12 N 1.8529 0.2243 -0.3601
13 C 2.7030 0.9300 -1.0073
14 C 2.3166 1.9389 -1.9704
15 C 3.3515 2.5577 -2.6948
16 C 3.1305 3.6214 -3.5338
17 C 1.8345 4.1265 -3.6584
18 C 0.7959 3.5463 -2.9691
19 C 0.9836 2.4323 -2.1261
20 O -0.0809 1.9292 -1.5327
21 H -0.7926 -0.8794 2.7130
22 H -0.0436 -2.9302 5.4224
23 H 2.1408 -4.0922 5.6291
24 H 3.8892 -3.7424 3.9061
25 H 3.4382 -2.2224 2.0025
26 H 3.7607 0.8179 -0.7685
27 H 4.3564 2.1691 -2.5703
28 H 3.9450 4.0736 -4.0834
29 H 1.6448 4.9818 -4.2946
30 H -0.2122 3.9313 -3.0600
31 C -4.9829 1.5223 -1.6444
32 C -3.9422 0.5215 -1.2795
33 C -4.0528 -0.7376 -0.7196
34 C -2.7436 -1.2217 -0.5793
35 N -1.8881 -0.3152 -1.0408
36 N -2.6306 0.7358 -1.4562
37 C -2.2866 -2.5171 -0.0035
38 H -5.9699 1.0959 -1.4854
39 H -4.8907 1.8203 -2.6891
40 H -4.8919 2.4167 -1.0264
41 H -4.9602 -1.2464 -0.4413
42 H -2.1383 1.5488 -1.8134
43 H -3.1324 -3.1877 0.1282
44 H -1.8168 -2.3520 0.9677
45 H -1.5531 -2.9953 -0.6524

Properties
Gap between HOMO and LUMO, eV: 7.89
DFT total energy, eV: -80517.7059

natural (NBO) atomic charge list, values in e, 8 entries: Zn 1.677; O -0.696; C 0.423; C -0.306; C -0.170; C -0.266; C -0.133; C -0.245

6.
ORCA calculation (wB97M-V/def2-TZVPD) on C19H19AsBeBr2N2S3 as an isolated structure.

Positions of all 47 atoms, in Å:
1 Be 0.0937 -1.0459 -0.6130
2 S -1.4498 1.6625 -2.0607
3 C -0.0694 1.5318 0.7063
4 C -1.2499 2.1316 1.1218
5 C -1.4872 2.3454 2.4720
6 C -0.5470 1.9596 3.4142
7 C 0.6487 1.3899 2.9945
8 C 0.8999 1.1753 1.6458
9 S 1.4749 -1.7369 0.5619
10 H -1.9762 2.4098 0.3675
11 H -2.4122 2.8124 2.7854
12 H -0.7276 2.1180 4.4694
13 H 1.3936 1.1210 3.7351
14 Br -6.1533 -0.8310 0.3597
15 C -4.2876 -0.9537 0.1429
16 C -3.4595 -0.8490 1.2511
17 C -2.0955 -0.9514 1.0531
18 N -1.5822 -1.1327 -0.1595
19 C -2.3846 -1.2080 -1.2291
20 C -3.7619 -1.1460 -1.1222
21 C -1.6146 -1.4499 -2.4723
22 C -2.1525 -1.6255 -3.7356
23 C -1.2738 -1.8703 -4.7729
24 Br -1.9375 -2.0979 -6.5174
25 C 0.0937 -1.9514 -4.5397
26 C 0.5377 -1.7873 -3.2440
27 N -0.2997 -1.5512 -2.2371
28 H -3.8615 -0.6980 2.2414
29 H -1.3805 -0.9028 1.8657
30 H -4.4037 -1.2215 -1.9863
31 H -3.2145 -1.5509 -3.9119
32 H 0.7901 -2.1443 -5.3412
33 H 1.5862 -1.8520 -2.9828
34 C 3.5597 2.1364 1.7800
35 As 2.6500 0.4388 1.2175
36 C 3.4573 -0.6561 2.5932
37 C 3.4917 0.4938 -0.5305
38 S 0.2152 1.1604 -1.0181
39 H 4.6411 2.0457 1.6600
40 H 3.3412 2.3634 2.8238
41 H 3.2031 2.9656 1.1669
42 H 4.2485 -0.1066 3.0998
43 H 3.8230 -1.5669 2.1280
44 H 2.6653 -0.9292 3.2882
45 H 4.5666 0.4575 -0.3486
46 H 3.2389 1.4449 -0.9956
47 H 3.1622 -0.3477 -1.1267

Properties
Gap between HOMO and LUMO, eV: 6.19
Relative energy (zero: lowest compared OMol25 entry of this formula, charge and spin), kcal per mole: 25.4
DFT total energy, eV: -256824.9707

natural (NBO) atomic charge list, values in e, 8 entries: Be 1.485; S -0.580; C -0.204; C -0.231; C -0.207; C -0.241; C -0.162; C -0.369

Copy entry 5 word for word.
ORCA calculation (wB97M-V/def2-TZVPD) on C19H18N4O3Zn as an isolated structure.

Positions of all 45 atoms, in Å:
1 Zn -0.0568 0.3381 -0.5282
2 O -0.7624 -1.4059 3.5400
3 C 0.4628 -1.9672 3.5927
4 C 0.7313 -2.8021 4.6778
5 C 1.9507 -3.4374 4.7882
6 C 2.9334 -3.2420 3.8219
7 C 2.6855 -2.4016 2.7577
8 C 1.4573 -1.7489 2.6189
9 C 1.2220 -0.8566 1.4650
10 O 0.0010 -0.4070 1.2665
11 N 2.2408 -0.5713 0.6914
12 N 1.8529 0.2243 -0.3601
13 C 2.7030 0.9300 -1.0073
14 C 2.3166 1.9389 -1.9704
15 C 3.3515 2.5577 -2.6948
16 C 3.1305 3.6214 -3.5338
17 C 1.8345 4.1265 -3.6584
18 C 0.7959 3.5463 -2.9691
19 C 0.9836 2.4323 -2.1261
20 O -0.0809 1.9292 -1.5327
21 H -0.7926 -0.8794 2.7130
22 H -0.0436 -2.9302 5.4224
23 H 2.1408 -4.0922 5.6291
24 H 3.8892 -3.7424 3.9061
25 H 3.4382 -2.2224 2.0025
26 H 3.7607 0.8179 -0.7685
27 H 4.3564 2.1691 -2.5703
28 H 3.9450 4.0736 -4.0834
29 H 1.6448 4.9818 -4.2946
30 H -0.2122 3.9313 -3.0600
31 C -4.9829 1.5223 -1.6444
32 C -3.9422 0.5215 -1.2795
33 C -4.0528 -0.7376 -0.7196
34 C -2.7436 -1.2217 -0.5793
35 N -1.8881 -0.3152 -1.0408
36 N -2.6306 0.7358 -1.4562
37 C -2.2866 -2.5171 -0.0035
38 H -5.9699 1.0959 -1.4854
39 H -4.8907 1.8203 -2.6891
40 H -4.8919 2.4167 -1.0264
41 H -4.9602 -1.2464 -0.4413
42 H -2.1383 1.5488 -1.8134
43 H -3.1324 -3.1877 0.1282
44 H -1.8168 -2.3520 0.9677
45 H -1.5531 -2.9953 -0.6524

Properties
Gap between HOMO and LUMO, eV: 7.89
DFT total energy, eV: -80517.7059

natural (NBO) atomic charge list, values in e, 8 entries: Zn 1.677; O -0.696; C 0.423; C -0.306; C -0.170; C -0.266; C -0.133; C -0.245